(1)
{
  "formula": "C23H45N2O19",
  "method": "wB97M-V/def2-TZVPD",
  "symbols": ["C", "C", "O", "N", "C", "C", "C", "C", "C", "O", "C", "O", "N", "O", "H", "H", "H", "H", "H", "H", "H", "H", "H", "H", "H", "H", "H", "H", "H", "C", "O", "C", "O", "O", "C", "H", "H", "H", "H", "H", "H", "C", "O", "C", "O", "O", "C", "H", "H", "H", "H", "H", "H", "C", "O", "C", "O", "O", "C", "H", "H", "H", "H", "H", "H", "C", "O", "C", "O", "O", "C", "H", "H", "H", "H", "H", "H", "C", "O", "C", "O", "O", "C", "H", "H", "H", "H", "H", "H"],
  "positions_angstrom": [[2.734082, -0.567936, -0.656355], [2.582270, -0.446016, -2.149282], [3.096425, -1.286601, -2.827657], [1.849145, 0.562571, -2.735657], [0.577121, 0.102996, -3.311890], [1.817569, 1.826971, -1.932096], [0.743407, 1.767460, -0.802246], [-0.297929, 2.893824, -0.735497], [-1.587683, 2.618931, -1.487732], [-2.232291, 1.440960, -1.050193], [1.502738, 2.904802, -2.956161], [1.952477, 4.218948, -2.543721], [3.112492, 4.130269, -1.794821], [3.184129, 5.037166, -1.027277], [1.807700, -0.451759, -0.112013], [3.135518, -1.540296, -0.417665], [3.460099, 0.169109, -0.332893], [0.687001, -0.062239, -4.378497], [-0.255541, 0.761893, -3.110326], [0.316559, -0.880491, -2.909904], [1.287866, 1.813079, 0.140831], [0.211866, 0.811656, -0.757890], [0.088383, 3.880450, -0.954475], [-0.623138, 2.947341, 0.305810], [-2.263996, 3.430000, -1.244699], [-1.464147, 2.642564, -2.568970], [-1.731791, 0.656373, -1.304225], [2.062242, 2.630360, -3.847767], [0.455473, 2.951533, -3.258495], [-5.777746, 8.044912, -1.041411], [-5.368463, 6.763938, -1.515580], [-5.765922, 5.742303, -0.752333], [-6.417592, 5.830288, 0.257231], [-5.317476, 4.617562, -1.302449], [-5.665396, 3.428095, -0.589428], [-5.392816, 8.777614, -1.745355], [-6.863993, 8.115476, -1.010655], [-5.358657, 8.242784, -0.056377], [-6.747224, 3.312340, -0.543703], [-5.241124, 3.443065, 0.412589], [-5.240486, 2.588702, -1.132716], [-2.429774, 0.315700, 1.896460], [-2.857823, -0.937952, 2.452127], [-2.381173, -2.001211, 1.811724], [-1.661088, -1.988308, 0.848339], [-2.843919, -3.100102, 2.423038], [-2.404641, -4.322978, 1.831995], [-2.880506, 1.101271, 2.497771], [-1.346404, 0.409480, 1.949423], [-2.766004, 0.420302, 0.871284], [-1.319985, -4.404883, 1.874982], [-2.749692, -4.399149, 0.802005], [-2.841732, -5.133675, 2.410755], [9.244535, 7.632054, -0.122009], [8.465735, 6.527367, -0.568067], [7.433821, 6.223572, 0.235298], [7.153748, 6.803738, 1.254468], [6.796104, 5.189223, -0.287051], [5.653965, 4.742249, 0.462936], [10.038122, 7.772681, -0.851733], [8.640052, 8.536761, -0.074495], [9.688022, 7.424639, 0.851029], [4.910956, 5.525361, 0.528976], [5.960511, 4.417451, 1.458083], [5.230762, 3.900829, -0.072069], [5.413498, -4.294091, -1.458983], [4.601954, -5.425341, -1.790963], [3.552798, -5.596523, -0.990927], [3.258141, -4.912860, -0.046525], [2.877030, -6.672132, -1.415281], [1.716733, -6.969248, -0.642298], [6.227661, -4.265405, -2.177519], [4.838692, -3.372289, -1.540939], [5.826913, -4.400199, -0.456873], [1.006337, -6.145098, -0.682079], [1.986142, -7.184891, 0.390681], [1.262609, -7.852701, -1.083791], [-4.929273, -10.195497, 2.901434], [-5.723515, -9.187239, 3.527034], [-5.032864, -8.119833, 3.933659], [-3.846037, -7.962562, 3.814150], [-5.886413, -7.263650, 4.493921], [-5.278105, -6.064002, 4.977404], [-5.605318, -10.998633, 2.621561], [-4.448098, -9.805897, 2.006230], [-4.182963, -10.581814, 3.593288], [-4.811774, -5.512622, 4.163019], [-4.544518, -6.289805, 5.749328], [-6.064374, -5.453086, 5.411152]],
  "atomic_forces_ev_per_a": [[0.3, 0.3, 0.2], [-0.3, 0.5, 0.4], [0.8, -2.0, -1.4], [-0.7, 1.3, 1.4], [0.8, -1.1, -0.3], [-1.1, 0.0, -0.4], [0.7, 0.7, -0.3], [-0.3, -0.8, 0.6], [0.3, 0.6, 0.0], [-0.5, -0.4, -0.1], [1.6, -1.3, -0.1], [-0.8, 0.5, 0.6], [0.3, 0.0, -0.2], [-0.4, 0.0, -0.4], [-0.2, 0.3, 0.1], [0.1, -0.4, -0.1], [-0.1, 0.4, 0.2], [-0.2, 0.2, -0.4], [0.0, 0.5, 0.0], [-0.2, -0.1, 0.1], [0.0, -0.1, 0.3], [-0.1, -0.2, -0.1], [0.2, 0.2, -0.4], [0.0, 0.1, 0.3], [-0.4, 0.2, 0.0], [0.1, -0.2, -0.2], [0.2, 0.2, 0.0], [0.1, 0.0, -0.3], [-0.3, 0.9, 0.0], [0.0, 0.2, 0.0], [0.0, 0.0, 0.0], [0.1, -0.1, 0.0], [0.0, 0.0, -0.1], [0.0, 0.0, 0.0], [0.0, -0.3, 0.1], [0.1, -0.1, -0.1], [0.0, 0.0, 0.1], [-0.1, -0.1, 0.0], [0.0, 0.1, 0.1], [-0.1, 0.1, 0.0], [0.1, 0.2, -0.1], [0.0, 0.3, 0.0], [0.0, -0.1, 0.1], [0.0, 0.1, 0.0], [-0.1, -0.1, 0.0], [0.0, 0.0, 0.0], [0.0, -0.3, 0.0], [-0.1, -0.2, 0.1], [0.0, -0.1, -0.1], [0.1, 0.0, 0.0], [0.0, 0.1, -0.1], [0.1, 0.1, 0.0], [-0.1, 0.1, 0.1], [0.1, 0.1, 0.0], [0.0, 0.0, 0.0], [-0.1, -0.1, 0.0], [0.1, 0.0, 0.0], [0.1, 0.0, 0.0], [0.0, -0.3, 0.3], [-0.1, -0.1, -0.1], [0.0, 0.0, 0.1], [-0.1, 0.1, 0.1], [0.0, 0.1, 0.0], [0.1, 0.1, 0.0], [0.1, 0.1, -0.2], [0.1, 0.3, 0.0], [0.0, -0.1, 0.0], [0.1, 0.1, -0.1], [0.0, -0.1, 0.0], [0.0, 0.0, 0.0], [-0.2, -0.1, 0.0], [-0.1, -0.2, -0.1], [-0.1, 0.0, 0.1], [-0.1, 0.0, 0.0], [0.1, 0.1, 0.1], [0.0, 0.1, 0.0], [0.1, 0.0, -0.1], [0.0, -0.2, -0.1], [0.0, 0.0, 0.0], [-0.1, 0.0, 0.0], [0.0, 0.0, 0.0], [0.0, 0.0, 0.0], [0.1, 0.3, 0.1], [-0.1, 0.1, 0.1], [0.1, 0.0, 0.1], [0.1, 0.1, 0.0], [0.1, -0.1, 0.0], [0.1, 0.0, -0.1], [-0.2, -0.2, -0.1]],
  "homo_lumo_gap_ev": 4.26,
  "charge": -1,
  "e_tot_ha": -2442.33626,
  "homo_ha": -0.08984
}

***

(2)
{
  "formula": "C27H28IrN4O3S3",
  "method": "wB97M-V/def2-TZVPD",
  "symbols": ["Ir", "N", "C", "C", "N", "C", "C", "N", "H", "H", "H", "H", "H", "H", "H", "H", "H", "H", "H", "H", "H", "O", "C", "O", "C", "C", "C", "C", "C", "C", "C", "C", "C", "N", "H", "H", "H", "H", "H", "H", "O", "C", "C", "C", "C", "C", "S", "C", "C", "C", "C", "S", "C", "C", "C", "C", "S", "H", "H", "H", "H", "H", "H", "H", "H", "H"],
  "positions_angstrom": [[0.743630, 1.005703, -0.268775], [2.757016, 1.327263, -0.846483], [3.223391, 2.664536, -0.482319], [2.130899, 3.629096, -0.898887], [0.829075, 3.176753, -0.368759], [0.440673, 3.764288, 0.922997], [1.232136, 3.131704, 2.056930], [1.250341, 1.664115, 1.882292], [3.387925, 0.591374, -0.534489], [2.661069, 1.248447, -1.859521], [4.156324, 2.939260, -0.977499], [3.408046, 2.684539, 0.589142], [2.060603, 3.647836, -1.986847], [2.378773, 4.638615, -0.562848], [0.107112, 3.389285, -1.051208], [-0.622667, 3.569550, 1.064330], [0.588529, 4.847393, 0.928863], [0.773199, 3.417156, 3.003389], [2.252044, 3.509999, 2.071275], [0.584733, 1.207245, 2.493314], [2.149596, 1.258822, 2.119924], [-0.854933, 0.670571, -3.932035], [-0.640615, 0.835270, -2.761756], [0.517692, 1.160821, -2.236054], [-1.736425, 0.754468, -1.739105], [-3.041400, 0.461204, -2.147670], [-4.033822, 0.469910, -1.219829], [-3.729628, 0.763296, 0.123662], [-4.728336, 0.816048, 1.125083], [-4.403852, 1.092469, 2.418600], [-3.056050, 1.311218, 2.774169], [-2.075833, 1.273892, 1.826075], [-2.383523, 1.011363, 0.477287], [-1.394271, 1.017622, -0.485002], [-3.206874, 0.249848, -3.194186], [-5.059192, 0.257846, -1.497883], [-5.757917, 0.635300, 0.842079], [-5.172447, 1.141254, 3.177759], [-2.804743, 1.503345, 3.809041], [-1.047768, 1.438841, 2.075575], [0.990529, -0.862690, 0.276015], [0.770006, -2.212043, -0.009107], [1.250887, -2.584355, -1.413885], [1.707478, -1.740576, -2.380236], [2.075999, -2.412589, -3.583151], [1.891448, -3.753432, -3.498054], [1.280990, -4.212607, -1.965990], [-0.731409, -2.473512, 0.092142], [-1.646715, -2.539029, -0.914636], [-2.990855, -2.581394, -0.440121], [-3.064288, -2.509475, 0.915628], [-1.511054, -2.410818, 1.627650], [1.561229, -2.998657, 1.022010], [2.682961, -2.573171, 1.666920], [3.220592, -3.552032, 2.548932], [2.491217, -4.699384, 2.546350], [1.153873, -4.598136, 1.487198], [1.754258, -0.674771, -2.253068], [2.451447, -1.913289, -4.464828], [2.077744, -4.505647, -4.247690], [-1.374487, -2.575312, -1.961608], [-3.855624, -2.664203, -1.083867], [-3.942448, -2.526844, 1.542332], [3.105413, -1.592933, 1.501544], [4.103707, -3.405601, 3.153838], [2.664620, -5.605063, 3.105074]],
  "atomic_forces_ev_per_a": [[-0.2, 4.1, -0.4], [0.0, -1.2, 0.5], [0.0, 0.3, -0.1], [0.2, 0.1, 0.1], [-0.6, -0.5, -0.4], [0.0, 0.1, 0.2], [-0.2, 0.1, -0.2], [-0.1, -1.1, -0.3], [0.1, 0.0, -0.1], [0.1, -0.1, 0.0], [0.0, -0.1, 0.0], [0.0, 0.0, 0.0], [0.0, 0.0, 0.0], [-0.1, 0.0, 0.0], [0.1, 0.2, 0.0], [0.0, 0.0, 0.0], [0.0, 0.0, -0.1], [0.1, -0.1, 0.1], [0.0, 0.0, 0.0], [0.2, -0.1, 0.2], [0.0, 0.0, 0.1], [0.0, 0.1, 0.0], [0.1, -0.2, -0.1], [0.1, -0.4, -0.5], [-0.1, 0.1, 0.3], [0.1, 0.2, -0.1], [-0.2, 0.0, 0.0], [0.1, 0.1, 0.0], [0.0, 0.0, -0.1], [0.0, 0.0, 0.1], [0.0, 0.0, 0.0], [-0.1, 0.0, -0.1], [0.0, 0.0, -0.2], [0.0, -1.0, 0.7], [0.0, 0.0, 0.0], [0.0, 0.0, 0.0], [0.0, 0.0, 0.0], [0.0, 0.0, 0.0], [0.0, 0.0, 0.0], [0.0, 0.0, 0.1], [1.0, -0.7, 0.8], [-0.6, 0.3, -0.7], [0.1, 0.1, 0.2], [0.0, -0.2, -0.1], [0.0, 0.1, 0.0], [0.0, -0.1, 0.0], [0.0, 0.0, 0.0], [0.1, 0.2, 0.0], [-0.1, -0.2, 0.0], [0.1, 0.0, 0.0], [0.0, 0.0, 0.1], [0.0, 0.0, 0.0], [0.0, 0.1, 0.1], [0.0, -0.1, 0.0], [0.0, 0.1, -0.1], [0.0, -0.1, 0.0], [0.0, 0.0, 0.0], [0.0, 0.0, -0.1], [0.0, 0.0, 0.0], [0.0, 0.0, 0.0], [0.0, 0.0, 0.0], [0.0, 0.0, 0.0], [0.0, 0.0, 0.0], [0.0, 0.0, 0.0], [0.0, 0.0, 0.0], [0.0, 0.0, 0.0]],
  "homo_lumo_gap_ev": 6.95,
  "charge": 1,
  "e_tot_ha": -2789.15004,
  "homo_ha": -0.38091
}

***

(3)
{
  "formula": "C5H11NO",
  "method": "wB97M-V/def2-TZVPD",
  "symbols": ["C", "C", "C", "N", "C", "O", "C", "H", "H", "H", "H", "H", "H", "H", "H", "H", "H", "H"],
  "positions_angstrom": [[-0.241786, 0.266422, -2.453702], [0.866045, -0.091619, -1.469111], [0.971537, 0.891759, -0.305701], [-0.237735, 0.976596, 0.514843], [-0.433521, 0.189687, 1.594496], [0.410873, -0.800319, 1.699029], [-0.975549, -1.242006, 2.703528], [-0.278819, -0.442379, -3.287187], [-1.219008, 0.253437, -1.958535], [-0.088974, 1.268744, -2.874145], [0.701527, -1.091410, -1.052884], [1.834982, -0.114686, -1.985872], [1.791609, 0.591225, 0.355156], [1.191141, 1.900580, -0.675573], [-0.855274, 1.763975, 0.394857], [-0.955476, -2.275132, 2.345140], [-2.015300, -0.916562, 2.798550], [-0.466273, -1.128310, 3.657111]],
  "atomic_forces_ev_per_a": [[-0.1, 0.0, 0.0], [0.0, -0.1, 0.0], [0.1, 0.0, -0.1], [-0.1, -0.1, 0.2], [0.4, 0.3, -0.5], [-0.2, 0.2, 0.1], [-0.2, -0.5, 0.4], [0.0, 0.1, 0.1], [0.1, 0.0, -0.1], [0.0, -0.1, 0.1], [0.0, 0.1, -0.1], [-0.1, 0.0, 0.1], [-0.1, 0.0, -0.1], [-0.1, -0.1, 0.1], [0.1, -0.1, 0.1], [0.1, 0.1, 0.0], [0.2, 0.0, -0.2], [-0.1, 0.1, -0.2]],
  "homo_lumo_gap_ev": 8.55,
  "e_tot_ha": -326.95343,
  "homo_ha": -0.27752
}

***

(4)
{
  "formula": "C17H18BBrN6O2V",
  "method": "wB97M-V/def2-TZVPD",
  "symbols": ["H", "N", "B", "N", "C", "V", "H", "C", "H", "C", "H", "C", "H", "H", "H", "N", "N", "N", "N", "C", "C", "H", "H", "C", "C", "C", "C", "H", "H", "H", "H", "H", "Br", "C", "C", "C", "C", "C", "C", "C", "O", "O", "H", "H", "H", "H"],
  "positions_angstrom": [[-1.778334, -2.146727, 1.721103], [-0.086048, -2.104340, 0.464112], [1.845486, -2.657971, -1.078110], [0.607512, -3.048518, -0.222904], [0.043326, -4.267225, -0.019180], [0.578844, -0.038370, 0.336718], [0.463790, -5.154119, -0.492002], [-1.052674, -4.106111, 0.828509], [-1.727393, -4.878556, 1.194533], [-1.090646, -2.724592, 1.104005], [2.315975, -3.639358, -1.605191], [1.247940, 1.910527, 0.185286], [0.632288, 2.611794, 0.770776], [1.229103, 2.217957, -0.875908], [2.291138, 1.963765, 0.545503], [2.896937, -1.988592, -0.151111], [1.399897, -1.630381, -2.154534], [2.582996, -0.871038, 0.552893], [0.832658, -0.452271, -1.789569], [4.174987, -2.357594, 0.123324], [1.460687, -1.708074, -3.509166], [4.607542, -3.238372, -0.350369], [1.886620, -2.587159, -3.991695], [4.706620, -1.446881, 1.036216], [0.914194, -0.539283, -4.039289], [3.662620, -0.531282, 1.275901], [0.531846, 0.217806, -2.913808], [5.706268, -1.447471, 1.468549], [0.805516, -0.274801, -5.089912], [3.628647, 0.343339, 1.925534], [0.058276, 1.197792, -2.852601], [0.382693, 0.250780, 1.864002], [-3.318443, 0.229119, 2.294784], [-3.471543, 2.047164, 1.699466], [-4.308455, 2.863915, 2.469819], [-4.481943, 4.209275, 2.148824], [-3.829751, 4.748576, 1.044831], [-2.994622, 3.948608, 0.261061], [-2.787336, 2.587150, 0.572230], [-1.776471, 1.825568, -0.222891], [-1.113584, 2.455703, -1.161155], [-1.304179, 0.706625, 0.296682], [-4.816279, 2.459146, 3.336696], [-5.115612, 4.833673, 2.765162], [-3.957920, 5.795885, 0.804200], [-2.483173, 4.414917, -0.571323]],
  "atomic_forces_ev_per_a": [[0.3, -0.2, -0.3], [-0.2, -0.2, 0.1], [-0.1, -0.1, -0.1], [-0.4, -0.4, 0.3], [0.0, 0.5, 0.1], [-2.0, -2.8, -1.4], [-0.2, 0.4, 0.2], [0.2, 0.1, -0.1], [0.3, 0.3, -0.2], [0.5, 0.0, -0.3], [-0.1, 0.2, 0.1], [2.0, 5.0, 0.1], [-0.1, -0.8, -0.1], [-0.5, -1.0, 0.3], [-0.4, -0.8, 0.1], [0.7, 0.1, 0.4], [-0.1, 0.1, -0.7], [0.1, 0.0, 0.1], [0.2, 0.0, -0.6], [-0.5, 0.4, 0.1], [-0.1, 0.3, 0.5], [-0.2, 0.4, 0.2], [-0.2, 0.4, 0.2], [-0.2, 0.0, -0.1], [0.1, -0.2, 0.3], [-0.1, -0.4, -0.4], [0.3, -0.4, 0.0], [-0.5, 0.0, -0.2], [0.0, -0.1, 0.5], [0.0, -0.4, -0.2], [0.1, -0.4, 0.1], [0.6, 0.4, 1.6], [-0.3, 0.5, -0.1], [0.1, 0.6, -0.4], [0.2, 0.0, -0.2], [0.3, -0.3, -0.3], [0.2, -0.5, 0.0], [-0.4, -0.1, 0.6], [-0.9, -0.2, 0.5], [4.8, 1.4, -1.6], [-3.1, -2.3, 2.6], [-0.5, 1.0, -1.4], [0.1, -0.1, -0.1], [0.0, -0.1, 0.0], [0.0, 0.0, -0.1], [0.1, -0.4, 0.0]],
  "s2": 3.770,
  "homo_lumo_gap_ev": [8.78, 6.24],
  "multiplicity": 4,
  "e_tot_ha": -4680.49726,
  "homo_ha": [-0.32783, -0.32790]
}